Entry 1:
Density functional theory data (ωB97M-V/def2-TZVPD) for 2 unconnected molecules or ions with the total composition C2H4I2O.

As for the SMILES: CC(=O)I.I. Its energy above the lowest of the compared OMol25 structures with the same formula, charge and spin is 0.337 eV. The calculation puts the HOMO energy at -0.355 Ha. Its HOMO-LUMO gap is 10.03 eV.

Atoms and positions in Å:
1 C -1.632 -0.245 -0.189
2 C -0.715 0.908 -0.553
3 O -0.051 0.955 -1.515
4 I -0.797 2.645 0.845
5 I 4.512 -0.962 0.347
6 H -0.908 -1.065 -0.540
7 H -1.533 -0.361 0.909
8 H -2.610 -0.061 -0.638
9 H 3.735 -1.813 1.335

These are the natural (NBO) partial charges, in e, on atoms 1 to 2: -0.74 0.54

Entry 2:
Density functional theory data (ωB97M-V/def2-TZVPD) for a single C2H4IN molecule.

As for the SMILES: [H]/N=C(/C)I. Its energy above the lowest of the compared OMol25 structures with the same formula, charge and spin is 0.498 eV. The calculation puts the HOMO energy at -0.353 Ha. Its HOMO-LUMO gap is 9.88 eV.

Atoms and positions in Å:
1 C -0.771 -0.558 -0.093
2 C 0.134 0.590 0.069
3 N -0.333 -1.776 -0.129
4 I -2.897 0.066 -0.007
5 H -0.304 1.539 0.351
6 H 0.446 0.780 -1.011
7 H 0.851 0.267 0.659
8 H -1.007 -2.565 -0.457

These are the natural (NBO) partial charges, in e, on atoms 1 to 2: 0.26 -0.70

Entry 3:
Density functional theory data (ωB97M-V/def2-TZVPD) for 2 unconnected molecules or ions with the total composition C2H4IN.

Its energy above the lowest of the compared OMol25 structures with the same formula, charge and spin is 4.343 eV. The calculation puts the HOMO energy (alpha / beta) at -0.305 / -0.309 Ha. Its HOMO-LUMO gap (alpha / beta) is 7.49 / 7.47 eV.

Atoms and positions in Å:
1 C -1.320 0.723 -0.084
2 C 0.474 -0.832 0.072
3 N 1.731 -1.041 0.127
4 I 3.373 0.340 -0.059
5 H -0.557 1.543 -0.425
6 H -1.540 0.816 1.042
7 H -0.126 -1.782 0.139
8 H -2.035 0.233 -0.813

These are the natural (NBO) partial charges, in e, on atoms 1 to 2: -0.59 0.10

Entry 4:
Density functional theory data (ωB97M-V/def2-TZVPD) for 2 unconnected molecules or ions with the total composition C2H4INO2.

As for the SMILES: [H]/N=C\C(=O)O.I. Its energy above the lowest of the compared OMol25 structures with the same formula, charge and spin is 0.756 eV. The calculation puts the HOMO energy at -0.352 Ha. Its HOMO-LUMO gap is 9.37 eV.

Atoms and positions in Å:
1 C -0.017 -0.277 -0.037
2 C -0.287 0.861 -1.025
3 N -0.257 2.024 -0.554
4 O -0.497 -1.477 -0.416
5 O 0.537 -0.076 1.045
6 I 1.802 -1.897 4.063
7 H -0.476 0.677 -2.101
8 H -0.730 -1.696 -1.397
9 H 0.131 1.989 0.334
10 H 1.008 -1.040 2.935

These are the natural (NBO) partial charges, in e, on atoms 1 to 2: 0.74 -0.02

Entry 5:
Density functional theory data (ωB97M-V/def2-TZVPD) for a single C2H4INOS molecule.

Its energy above the lowest of the compared OMol25 structures with the same formula, charge and spin is 2.799 eV. The calculation puts the HOMO energy at -0.306 Ha. Its HOMO-LUMO gap is 7.79 eV.

Atoms and positions in Å:
1 C 1.201 -0.660 1.205
2 C -0.570 0.796 -1.413
3 N 0.339 -0.229 0.394
4 O 0.643 0.340 -0.817
5 S 0.435 -1.365 2.582
6 I -1.706 -0.962 1.640
7 H 2.278 -0.651 1.117
8 H -0.791 1.817 -1.092
9 H -1.403 0.151 -1.128
10 H -0.427 0.764 -2.489

These are the natural (NBO) partial charges, in e, on atoms 1 to 2: -0.15 -0.25

Entry 6:
Density functional theory data (ωB97M-V/def2-TZVPD) for a single C2H4IPS molecule.

As for the SMILES: CC#S#[PH]I. Its energy above the lowest of the compared OMol25 structures with the same formula, charge and spin is 2.456 eV. The calculation puts the HOMO energy (alpha / beta) at -0.263 / -0.263 Ha. Its HOMO-LUMO gap (alpha / beta) is 6.88 / 6.88 eV.

Atoms and positions in Å:
1 C -0.098 -0.013 0.660
2 C -0.588 0.043 2.007
3 P 0.945 0.827 -2.550
4 S 0.602 -0.704 -0.546
5 I 1.627 -1.102 -3.839
6 H 0.193 0.550 2.583
7 H -0.788 -0.931 2.465
8 H -1.480 0.671 2.067
9 H -0.414 0.659 -2.846

These are the natural (NBO) partial charges, in e, on atoms 1 to 2: -0.29 -0.71

Entry 7:
Density functional theory data (ωB97M-V/def2-TZVPD) for a molecular structure, C2H4InO3.

Its expectation value of S² is 0.753. Its energy above the lowest of the compared OMol25 structures with the same formula, charge and spin is 0.507 eV. The multiplicity is 2. The net charge is +2. The calculation puts the HOMO energy (alpha / beta) at -0.759 / -0.756 Ha. Its HOMO-LUMO gap (alpha / beta) is 9.97 / 5.62 eV.

Atoms and positions in Å:
1 O -0.800 1.478 0.250
2 C -0.369 0.374 -0.270
3 In 2.497 0.493 0.294
4 O -1.163 -0.584 -0.619
5 O 0.826 0.367 -0.603
6 H 0.014 2.102 0.166
7 C -1.139 -1.833 0.086
8 H -0.805 -1.707 1.121
9 H -2.180 -2.163 0.117
10 H -0.537 -2.553 -0.478

These are the Löwdin partial charges, in e, on atoms 1 to 2: 0.28 -0.57

Entry 8:
Density functional theory data (ωB97M-V/def2-TZVPD) for a molecular structure, C2H4IrO2.

Its expectation value of S² is 8.765. Its energy above the lowest of the compared OMol25 structures with the same formula, charge and spin is 5.765 eV. The multiplicity is 6. The net charge is +2. The calculation puts the HOMO energy (alpha / beta) at -0.661 / -0.792 Ha. Its HOMO-LUMO gap (alpha / beta) is 6.48 / 7.22 eV.

Atoms and positions in Å:
1 C 0.101 -0.310 -0.554
2 C 1.140 0.645 -0.572
3 O -0.465 -0.114 0.641
4 H 0.020 -1.342 -0.896
5 H 2.094 0.199 -0.873
6 H 0.892 1.533 -1.166
7 Ir -2.429 -1.269 2.093
8 O -1.864 -0.297 0.612
9 H 0.510 0.955 0.716

These are the natural (NBO) partial charges, in e, on atoms 1 to 2: 0.14 -0.29